[1]
Formula: CH5N2PS
Source: the OMol25 dataset
Level of theory: ωB97M-V/def2-TZVPD

Properties
- orbital gap (eV) = 9.915
- SMILES = N=C=S.NP
- energy above the lowest of the compared OMol25 structures with the same formula, charge and spin (kJ/mol) = 103.66
- LUMO energy (eV) = 0.48
- total charge = 0
- HOMO energy (eV) = -9.44

Positions of all 10 atoms, in Å:
N1 -1.3958 -1.4987 -0.8565
C1 -1.6474 -0.4829 -0.2388
S1 -2.3713 0.6438 0.6292
H1 -0.5507 -1.8135 -1.2913
N2 0.7244 0.8189 -0.4101
P1 1.8141 0.0967 0.7180
H2 -0.0059 1.4997 -0.0554
H3 1.3949 1.2682 -1.1019
H4 1.0356 -1.1295 0.6733
H5 1.0021 0.5973 1.9334

=====

[2]
Formula: CH5N2S
Source: the OMol25 dataset
Level of theory: ωB97M-V/def2-TZVPD

Properties
- orbital gap (spin up / spin down) (eV) = 2.044 / 6.775
- energy above the lowest of the compared OMol25 structures with the same formula, charge and spin (kJ/mol) = 0.00
- 2S+1 = 2
- ⟨S²⟩ = 0.7509
- LUMO energy (spin up / spin down) (eV) = 6.72 / 6.69
- total charge = -2
- HOMO energy (spin up / spin down) (eV) = 4.68 / -0.09

Positions of all 9 atoms, in Å:
S1 1.5737 -1.9889 -1.2518
H1 2.8192 -2.4863 -1.3763
N1 0.2291 0.9318 0.9755
C1 -0.7975 0.3426 0.2396
N2 -1.9513 0.8445 0.2390
H2 0.1710 1.9347 0.9753
H3 1.1511 0.6361 0.6448
H4 -0.4533 -0.5639 -0.2737
H5 -2.7419 0.3494 -0.1724

=====

[3]
Formula: CH5N2S
Source: the OMol25 dataset
Level of theory: ωB97M-V/def2-TZVPD

Properties
- orbital gap (eV) = 8.631
- energy above the lowest of the compared OMol25 structures with the same formula, charge and spin (kJ/mol) = 351.17
- LUMO energy (eV) = -5.75
- total charge = +1
- HOMO energy (eV) = -14.38

Positions of all 9 atoms, in Å:
C1 -1.5483 -0.0999 0.3633
N1 -2.2354 -0.9051 -0.3931
N2 1.2124 0.4331 0.0622
S1 -3.0748 0.5797 0.0932
H1 -0.2646 0.0838 0.4080
H2 -2.7639 -1.7359 -0.3773
H3 1.1104 1.4356 0.0278
H4 1.5693 -0.0707 -0.7202
H5 1.8164 0.1196 0.7606

=====

[4]
Formula: CH5N2S
Source: the OMol25 dataset
Level of theory: ωB97M-V/def2-TZVPD

Properties
- orbital gap (spin up / spin down) (eV) = 6.130 / 8.095
- energy above the lowest of the compared OMol25 structures with the same formula, charge and spin (kJ/mol) = 247.34
- 2S+1 = 3
- ⟨S²⟩ = 2.0109
- LUMO energy (spin up / spin down) (eV) = -4.37 / -8.14
- total charge = +1
- HOMO energy (spin up / spin down) (eV) = -10.50 / -16.24

Positions of all 9 atoms, in Å:
C1 0.2739 0.3084 -0.0969
N1 1.4804 -0.1735 -0.0874
N2 -0.7497 -0.4803 -0.0800
S1 -2.3861 0.0336 -0.0448
H1 0.2339 1.3248 -0.1928
H2 2.2091 0.4881 0.1705
H3 1.7033 -1.1255 -0.2847
H4 -0.5039 -1.6944 0.3564
H5 -2.2610 1.3188 0.2596

=====

[5]
Formula: CH5N3
Source: the OMol25 dataset
Level of theory: ωB97M-V/def2-TZVPD

Properties
- orbital gap (eV) = 10.086
- SMILES = Cn1[nH][nH]1
- energy above the lowest of the compared OMol25 structures with the same formula, charge and spin (kJ/mol) = 552.04
- LUMO energy (eV) = 1.03
- total charge = 0
- HOMO energy (eV) = -9.06

Positions of all 9 atoms, in Å:
C1 -0.6616 -0.4275 -0.1696
N1 0.8008 -0.9363 -0.4398
N2 1.7464 0.0628 -0.8501
N3 1.7401 -0.4743 0.4601
H1 -1.2697 -0.3381 -1.1358
H2 -1.0150 -1.1755 0.3903
H3 -0.4162 0.4833 0.4766
H4 1.4453 1.0750 -1.0531
H5 1.4433 0.1958 1.3265

=====

[6]
Formula: CH5N3
Source: the OMol25 dataset
Level of theory: ωB97M-V/def2-TZVPD

Properties
- orbital gap (eV) = 10.450
- SMILES = [H]/N=C\NN
- energy above the lowest of the compared OMol25 structures with the same formula, charge and spin (kJ/mol) = 234.02
- LUMO energy (eV) = 1.10
- total charge = 0
- HOMO energy (eV) = -9.35

Positions of all 9 atoms, in Å:
H1 -0.1733 1.5994 0.1851
N1 -0.4769 1.2959 -0.7389
C1 -0.4898 0.0442 -0.9252
N2 0.1359 -0.8494 -0.0565
N3 0.5910 -0.3928 1.1863
H2 -1.0233 -0.4374 -1.8233
H3 0.6332 -1.6105 -0.3072
H4 1.1418 0.4735 0.9261
H5 -0.3386 -0.1229 1.5537